{
  "formula": "C39H51F13N3O20S",
  "method": "ωB97M-V/def2-TZVPD",
  "homo_ev": -10.73,
  "e_tot_ha": -4882.02752,
  "total_charge": 1,
  "orbital_gap_ha": 0.31090,
  "elements": ["C", "C", "O", "O", "C", "C", "C", "C", "O", "C", "C", "C", "O", "C", "C", "F", "F", "C", "F", "F", "C", "F", "F", "C", "F", "F", "C", "C", "C", "C", "C", "C", "C", "C", "S", "C", "N", "N", "C", "O", "N", "H", "H", "H", "H", "H", "H", "H", "H", "H", "H", "H", "H", "H", "H", "H", "H", "H", "H", "H", "H", "H", "H", "H", "H", "H", "H", "H", "H", "H", "H", "H", "H", "H", "H", "H", "H", "C", "C", "O", "C", "O", "O", "F", "H", "H", "H", "C", "C", "O", "C", "O", "O", "F", "H", "H", "H", "C", "C", "O", "C", "O", "O", "F", "H", "H", "H", "C", "C", "O", "C", "O", "O", "F", "H", "H", "H", "C", "C", "O", "C", "O", "O", "F", "H", "H", "H"],
  "xyz": [[3.09, 2.84, 2.33], [3.60, 3.57, 1.14], [4.74, 3.83, 0.93], [2.62, 3.94, 0.25], [2.78, 3.35, -1.06], [1.40, 3.04, -1.62], [1.42, 2.43, -3.03], [2.10, 1.08, -2.98], [2.09, 0.40, -4.20], [0.82, 0.32, -4.85], [0.97, 1.04, -6.20], [1.98, 0.34, -7.07], [1.66, -1.04, -7.09], [2.41, -1.81, -7.99], [3.88, -1.99, -7.64], [4.36, -2.93, -8.49], [4.60, -0.86, -7.85], [4.18, -2.50, -6.21], [3.40, -1.89, -5.30], [3.89, -3.81, -6.17], [5.65, -2.29, -5.75], [5.86, -3.15, -4.74], [6.50, -2.57, -6.74], [5.87, -0.84, -5.23], [7.09, -0.41, -5.61], [5.80, -0.82, -3.89], [-0.34, 0.90, -4.07], [-0.93, 0.09, -2.91], [-0.94, -1.41, -3.04], [-1.18, -2.00, -1.64], [0.16, -2.31, -0.96], [0.20, -2.08, 0.55], [-0.91, -2.80, 1.29], [-0.95, -2.57, 2.82], [0.58, -1.97, 3.58], [1.36, -3.52, 3.70], [2.02, -4.14, 2.79], [2.42, -5.35, 3.34], [1.97, -5.36, 4.54], [1.28, -4.23, 4.85], [-0.01, 2.27, -3.52], [2.51, 3.51, 2.96], [2.42, 2.05, 2.03], [3.93, 2.44, 2.87], [3.30, 4.05, -1.70], [3.38, 2.45, -0.97], [0.91, 2.34, -0.95], [0.82, 3.96, -1.62], [1.97, 3.09, -3.70], [3.12, 1.21, -2.66], [1.61, 0.47, -2.21], [0.64, -0.72, -5.08], [1.39, 2.03, -5.98], [0.01, 1.17, -6.68], [2.96, 0.49, -6.63], [2.00, 0.74, -8.09], [2.39, -1.37, -8.99], [1.98, -2.79, -8.07], [5.13, -0.14, -5.62], [-1.13, 1.08, -4.78], [-0.44, 0.38, -1.98], [-1.96, 0.42, -2.80], [-1.67, -1.76, -3.76], [0.03, -1.79, -3.36], [-1.78, -2.90, -1.69], [-1.69, -1.26, -1.03], [0.44, -3.35, -1.12], [0.95, -1.70, -1.39], [0.13, -1.01, 0.75], [1.16, -2.44, 0.90], [-1.88, -2.50, 0.91], [-0.81, -3.86, 1.09], [-1.14, -3.53, 3.29], [-1.76, -1.92, 3.11], [2.06, -6.14, 5.26], [-0.66, 2.47, -2.76], [-0.20, 2.95, -4.25], [-1.66, 2.88, 5.86], [-1.56, 1.60, 6.66], [-1.65, 0.61, 5.65], [-1.18, 1.15, 4.50], [-0.88, 0.53, 3.53], [-1.08, 2.50, 4.61], [-2.59, 1.46, 7.52], [-2.70, 3.17, 5.71], [-1.11, 3.71, 6.31], [-0.62, 1.48, 7.21], [-4.76, 3.44, 11.05], [-4.79, 4.20, 9.74], [-3.41, 4.37, 9.46], [-2.74, 3.34, 10.05], [-1.62, 3.04, 9.81], [-3.54, 2.71, 10.93], [-5.38, 5.42, 9.86], [-4.70, 4.12, 11.90], [-5.60, 2.77, 11.18], [-5.26, 3.67, 8.92], [-6.14, 2.74, -4.09], [-5.71, 1.64, -3.14], [-4.51, 1.17, -3.76], [-3.99, 2.20, -4.46], [-2.87, 2.21, -4.89], [-4.87, 3.19, -4.61], [-6.60, 0.63, -3.07], [-6.74, 2.35, -4.90], [-6.66, 3.56, -3.60], [-5.47, 1.98, -2.13], [-1.27, 5.52, 1.40], [-0.44, 4.26, 1.47], [-1.28, 3.30, 0.85], [-2.07, 3.96, -0.02], [-2.66, 3.44, -0.92], [-2.03, 5.28, 0.20], [-0.18, 3.89, 2.74], [-1.94, 5.61, 2.25], [-0.68, 6.43, 1.30], [0.50, 4.29, 0.91], [0.00, -9.22, 5.29], [-0.19, -8.99, 3.80], [-1.40, -8.25, 3.76], [-1.50, -7.57, 4.94], [-2.25, -6.67, 5.13], [-0.62, -8.06, 5.85], [-0.33, -10.16, 3.13], [-0.52, -10.12, 5.62], [1.04, -9.28, 5.59], [0.61, -8.41, 3.33]],
  "mulliken_charge": [-0.8015, 0.6172, -0.5234, -0.2687, -1.2555, -0.5911, 0.3267, -1.3544, -0.3019, -0.6745, -1.0019, -0.4585, -0.2577, -1.1111, 0.9540, -0.3226, -0.3085, 0.3123, -0.1788, -0.3451, 0.7736, -0.2862, -0.2961, 0.5758, -0.2938, -0.2647, -0.4533, -0.5651, -0.8687, -1.0734, -0.3751, -0.6327, -0.6285, -1.0350, -0.0556, 0.1565, -0.0832, -0.6040, 0.0095, -0.2530, 0.3298, 0.2191, 0.1979, 0.4082, 0.1846, 0.5996, 0.1550, 0.6200, 0.5126, 0.7809, 0.1341, 0.9568, 0.3437, 0.3865, 0.0419, 0.5740, 0.4538, 0.3882, -0.0821, 1.0082, 0.0712, 0.4154, 0.4137, 0.4063, 0.5444, 0.3917, 0.4682, 0.0259, 0.1298, 0.5198, 0.4962, 0.2936, 0.5173, 0.5651, 0.5032, 0.2103, 0.5699, -0.5682, 0.3945, -0.3804, 0.3400, -0.1524, -0.1579, -0.2892, 0.2951, 0.3053, 0.2847, -0.4524, 0.3412, -0.3019, 0.6961, -0.5096, -0.3138, -0.2828, 0.2880, 0.2749, 0.2647, -0.4979, 0.3514, -0.2650, 0.6750, -0.5710, -0.3426, -0.2816, 0.3051, 0.2818, 0.2580, -0.5847, 0.8562, 0.0319, 0.5338, -0.6026, -0.3375, -0.1436, 0.2915, 0.3503, -0.3412, -0.4337, 0.3814, -0.3098, 0.6855, -0.5012, -0.3305, -0.2890, 0.2969, 0.2761, 0.2250]
}